*i*
The following is a quantum chemistry calculation of a cluster of 11 separate species, C26H79N17O11 in total, from OMol25.

Its lowest unoccupied orbital energy is 0.14 eV. The value obtained for the gap between HOMO and LUMO is 8.48 eV.

XYZ file:
```
133
Properties=species:S:1:pos:R:3:mulliken_charge:R:1
C -3.6460 3.7073 3.7280 0.70
O -2.6392 4.2362 4.0892 -0.79
N -4.6599 3.3438 4.4410 -0.40
N -3.8552 3.5824 2.4313 -0.27
H -5.4387 2.9225 3.9550 0.15
H -4.6430 3.4349 5.4467 0.26
H -4.5387 2.9704 2.0091 0.21
H -3.0615 3.9685 1.9401 0.02
C 2.0228 1.3711 4.9120 0.58
O 1.7339 1.5495 3.7794 -0.62
N 3.2026 1.1049 5.3594 -0.46
N 1.1489 1.3132 5.8779 -0.40
H 3.9803 1.1243 4.7152 0.24
H 3.3241 0.8214 6.3211 0.11
H 1.5521 1.2083 6.7980 0.13
H 0.1777 1.4664 5.6465 0.24
C -0.2028 3.4095 -2.5632 0.22
O 0.5495 2.8913 -1.7845 -0.31
N 0.0015 3.4534 -3.8046 -0.30
N -1.2273 4.1237 -2.1900 -0.24
H -0.5920 4.0102 -4.4028 0.11
H 0.8806 3.1363 -4.1876 0.21
H -1.4294 4.1370 -1.2005 -0.03
H -1.8323 4.4563 -2.9272 0.17
C 0.9615 0.1165 -5.2100 0.47
O 1.6001 1.1204 -5.4845 -0.70
N 1.4232 -1.1020 -5.3263 -0.27
N -0.2537 0.1151 -4.6156 0.14
H 2.3221 -1.3439 -5.7183 0.23
H 0.8617 -1.7715 -4.8199 0.12
H -0.6292 1.0208 -4.3733 0.06
H -0.9074 -0.6543 -4.6452 0.16
C -0.4318 4.0141 1.3331 0.25
O -1.4437 3.6192 0.7402 -0.62
N 0.7631 3.8187 0.8500 0.12
N -0.3636 4.7682 2.4554 -0.43
H 0.8642 3.2548 0.0181 -0.18
H 1.5645 4.1207 1.3854 0.23
H -1.2130 4.7506 3.0016 0.34
H 0.4907 4.7435 2.9937 0.24
C -4.3586 2.3267 -1.3398 0.72
O -4.4387 1.2301 -0.8536 -0.65
N -3.6988 3.3318 -0.8214 -0.16
N -4.8816 2.7182 -2.4997 -0.40
H -3.6093 4.1163 -1.4512 0.22
H -3.0536 3.1014 -0.0792 0.15
H -5.5394 2.2104 -3.0737 0.23
H -4.4242 3.5504 -2.8438 0.07
C -2.4407 -0.3221 1.8692 -1.74
C -0.9432 -0.1103 2.0669 1.66
C -0.1759 0.2715 0.7862 -0.07
O 0.0707 -0.8704 -0.0572 1.28
C 0.6230 -0.4823 -1.3195 -0.10
N -0.8494 1.0028 2.9612 -0.24
H -2.9960 -0.3314 2.8071 0.42
H -2.7252 -1.3297 1.5659 0.21
H -2.9182 0.4145 1.2231 0.06
H -0.5875 -1.0774 2.4222 -0.59
H 0.7554 0.8300 0.8811 -0.04
H -0.7891 1.0245 0.2911 -0.12
H -0.1092 0.0447 -1.9312 0.11
H 0.7408 -1.4738 -1.7568 -0.14
H 1.5384 0.1077 -1.3639 -0.56
H 0.0989 1.3075 3.1283 0.36
H -1.2654 1.8722 2.6591 -0.06
C -2.1212 -2.8616 -2.2892 -1.17
C -2.9455 -1.6684 -2.7413 1.67
C -3.3682 -1.7715 -4.1994 -1.22
O -2.1348 -1.7522 -4.9854 -0.33
C -2.3325 -1.9479 -6.3651 -0.87
N -4.0802 -1.4495 -1.8549 -0.78
H -1.6790 -2.5954 -1.3292 -0.15
H -1.3555 -3.1118 -3.0235 0.35
H -2.7640 -3.7243 -2.1140 0.43
H -2.3274 -0.7741 -2.6624 -0.35
H -4.0822 -1.0341 -4.5662 0.46
H -3.8447 -2.7488 -4.2761 0.41
H -2.7479 -2.9242 -6.6149 0.31
H -1.3490 -1.9374 -6.8349 0.25
H -3.0691 -1.2039 -6.6680 0.32
H -4.4445 -0.5075 -1.8571 0.38
H -3.6785 -1.6096 -0.9421 0.20
C -2.1449 -2.9679 4.9574 -1.23
C -1.9380 -4.2729 4.0886 0.29
C -1.1072 -4.1147 2.7979 0.05
O -0.9292 -5.4191 2.1516 -0.49
C -0.7496 -5.3246 0.7906 -0.45
N -1.2487 -5.2015 4.9354 -0.81
H -2.6543 -2.1394 4.4653 0.19
H -1.1260 -2.6928 5.2300 0.26
H -2.6383 -3.1933 5.9028 0.40
H -2.9298 -4.6847 3.9021 0.36
H -0.1339 -3.7214 3.0912 -0.09
H -1.5054 -3.3790 2.0991 0.17
H -0.4017 -6.2940 0.4337 0.32
H -0.0751 -4.4946 0.5802 0.10
H -1.7650 -5.2654 0.3988 0.28
H -0.4075 -4.8023 5.3265 0.28
H -0.8357 -5.8546 4.2850 0.35
C 2.5668 -4.2749 -1.1108 -1.19
C 3.2663 -3.5434 -0.0032 1.77
C 2.6010 -3.5248 1.3568 -0.41
O 3.2304 -2.6761 2.3555 -0.54
C 2.5600 -1.4186 2.5424 0.24
N 4.5873 -4.1565 0.1507 -0.85
H 2.3345 -5.2643 -0.7166 0.26
H 3.2582 -4.3612 -1.9490 0.38
H 1.6589 -3.7716 -1.4432 0.12
H 3.4796 -2.5017 -0.2431 -0.58
H 2.7373 -4.5159 1.7894 0.44
H 1.5353 -3.3283 1.2394 -0.25
H 2.4906 -0.8704 1.6028 -0.04
H 3.1139 -0.8172 3.2632 0.02
H 1.6073 -1.6329 3.0267 0.04
H 5.1591 -3.9546 0.9583 0.26
H 5.2045 -3.7737 -0.5512 0.24
C 4.2375 0.5300 -0.6515 -0.88
C 4.5759 1.9449 -1.0946 0.36
C 4.5058 2.1295 -2.6326 -0.54
O 4.5206 3.5267 -2.9441 -0.37
C 5.8186 4.1719 -2.7318 -0.77
N 3.5773 2.8485 -0.4417 -0.58
H 4.4227 -0.0930 -1.5265 0.39
H 3.2642 0.4289 -0.1713 -0.48
H 4.9761 0.1467 0.0524 0.46
H 5.5252 2.1454 -0.5979 0.30
H 3.5767 1.7419 -3.0504 0.22
H 5.3115 1.5880 -3.1283 0.41
H 6.6041 3.6333 -3.2620 0.30
H 6.1091 4.0747 -1.6858 0.33
H 5.7230 5.2150 -3.0335 0.26
H 3.6219 3.6325 -1.0769 0.45
H 2.7131 2.3682 -0.6481 0.01
```

*ii*
The following is a quantum chemistry calculation of a cluster of 11 separate species, C26H79N17O11 in total, from OMol25.

Its lowest unoccupied orbital energy is -0.24 eV. The value obtained for the gap between HOMO and LUMO is 8.63 eV.

XYZ file:
```
133
Properties=species:S:1:pos:R:3:mulliken_charge:R:1
C 6.7958 -4.4680 -0.2772 0.33
O 5.9225 -5.0648 -0.8906 -0.75
N 6.5388 -4.0436 1.0219 0.09
N 8.1002 -4.3541 -0.6478 -0.02
H 5.7746 -4.5217 1.4616 0.28
H 7.3086 -3.6923 1.5673 -0.30
H 8.7217 -3.8609 0.0002 0.17
H 8.4823 -4.9307 -1.3731 0.27
C 8.1294 -5.1175 4.4312 0.45
O 8.9476 -4.2405 4.1293 -0.40
N 7.5960 -5.1542 5.6793 -0.45
N 7.7219 -6.0867 3.5609 -0.44
H 7.8386 -4.4194 6.3187 0.25
H 6.7811 -5.7203 5.8290 0.18
H 8.0103 -5.8941 2.6153 0.16
H 6.8903 -6.6150 3.7524 0.20
C 10.3657 1.2931 4.8545 0.46
O 10.5455 1.1698 6.0583 -0.80
N 11.3818 0.9903 3.9639 -0.21
N 9.2360 1.7901 4.2981 0.20
H 12.2887 1.0351 4.3885 0.26
H 11.1730 0.9947 2.9830 0.09
H 8.4935 2.0349 4.9377 0.20
H 9.0930 1.7086 3.3053 -0.33
C 4.0898 -0.1921 1.6428 0.72
O 3.9406 0.5270 0.6782 -0.62
N 3.7919 0.2245 2.9288 -0.43
N 4.6042 -1.4544 1.6101 -0.20
H 3.4292 1.1610 2.9231 0.23
H 3.7603 -0.3870 3.7191 0.16
H 5.0422 -1.8607 0.8027 0.00
H 4.4711 -2.1021 2.3639 0.15
C 6.9580 3.9747 5.9900 0.65
O 7.6200 3.0972 6.5056 -0.65
N 5.9632 4.6683 6.6459 -0.42
N 7.2048 4.4432 4.7228 -0.21
H 5.8969 4.4182 7.6167 0.23
H 5.3292 5.3178 6.2273 0.15
H 6.6951 5.1532 4.2325 0.18
H 7.9787 4.0421 4.2074 0.11
C 11.5688 -2.6688 6.4147 0.31
O 12.5876 -2.3154 6.9868 -0.69
N 10.6274 -1.7782 5.9602 -0.11
N 11.3332 -3.9671 6.0502 0.09
H 9.7327 -2.0983 5.6419 0.10
H 10.8748 -0.8050 6.0403 0.14
H 10.5655 -4.1861 5.4372 0.09
H 11.9301 -4.7119 6.3753 0.18
C 8.0018 6.2637 1.0379 -1.67
C 7.7848 4.7484 0.9896 0.42
C 8.0012 4.2497 -0.4393 -0.90
O 8.3270 2.8774 -0.4496 -0.04
C 8.5095 2.4090 -1.7639 -0.77
N 8.7953 4.1295 1.9132 -0.41
H 8.0747 6.5767 2.0827 0.42
H 7.1490 6.7656 0.5801 0.39
H 8.9668 6.5205 0.6018 0.46
H 6.8163 4.4940 1.4205 0.29
H 8.7800 4.8504 -0.9198 0.34
H 7.0358 4.3617 -0.9562 0.41
H 9.0483 1.4606 -1.7857 -0.04
H 9.2029 3.0391 -2.3403 0.40
H 7.5366 2.3370 -2.2565 0.40
H 9.2580 3.3824 1.3901 0.04
H 9.5898 4.7658 1.9923 0.31
C 15.4952 -2.3937 3.0229 -1.72
C 14.1071 -2.9775 2.8032 1.46
C 14.0369 -3.7362 1.5079 -1.34
O 12.6756 -4.1585 1.3004 0.27
C 12.5341 -4.7953 0.0374 -1.15
N 13.7899 -3.8340 3.9856 -0.59
H 15.5143 -1.6651 3.8312 0.39
H 15.8272 -1.8805 2.1127 0.38
H 16.1959 -3.1921 3.2664 0.36
H 13.3869 -2.1484 2.8007 -0.27
H 14.6165 -4.6623 1.6364 0.45
H 14.3742 -3.1876 0.6266 0.45
H 13.1901 -5.6672 -0.0183 0.33
H 12.6480 -4.0728 -0.7751 0.41
H 11.4979 -5.1415 0.0160 0.24
H 13.1834 -3.2638 4.5681 0.25
H 13.1191 -4.5282 3.6517 -0.19
C 10.7164 -1.0938 0.5555 -1.41
C 9.9442 -1.7080 1.7014 1.30
C 8.5409 -1.1344 1.7933 -1.31
O 8.6696 0.2611 1.9021 0.60
C 7.4145 0.9165 1.8247 -0.62
N 9.8548 -3.1722 1.4452 0.78
H 10.6137 -0.0126 0.4885 0.20
H 10.3135 -1.5123 -0.3716 0.22
H 11.7670 -1.3824 0.6259 0.13
H 10.3889 -1.6946 2.7035 0.00
H 8.0103 -1.4927 2.6882 0.21
H 7.9661 -1.4127 0.8967 0.23
H 6.9062 0.8111 0.8625 0.33
H 7.5141 1.9860 1.9966 -0.27
H 6.7653 0.5217 2.6173 0.41
H 10.8018 -3.5259 1.5770 -0.34
H 9.3946 -3.6411 2.2339 -0.39
C 5.2979 -2.9423 -5.5426 -1.57
C 5.8840 -3.3198 -4.1925 0.48
C 7.3384 -2.9466 -3.9998 -0.13
O 7.5188 -1.5642 -4.1475 -0.37
C 8.7163 -1.0658 -3.6626 -0.31
N 5.0968 -2.6122 -3.1122 -0.83
H 5.3506 -1.8993 -5.8394 0.27
H 4.3031 -3.3748 -5.6033 0.42
H 5.9272 -3.4488 -6.2944 0.34
H 5.7129 -4.3710 -3.9676 0.46
H 7.9750 -3.4579 -4.7396 0.50
H 7.6489 -3.2883 -3.0054 -0.17
H 9.5550 -1.4036 -4.2840 0.35
H 8.9595 -1.3300 -2.6210 -0.12
H 8.7189 0.0237 -3.6393 0.22
H 5.1859 -3.2945 -2.3543 0.25
H 5.6979 -1.8828 -2.7279 0.31
C 12.0860 -9.0294 6.4269 -1.51
C 12.6540 -7.6704 6.0816 0.11
C 11.9350 -7.0526 4.8902 0.99
O 12.3032 -7.6830 3.6676 -0.43
C 11.5619 -7.1877 2.6072 -0.48
N 12.4483 -6.6605 7.1478 -0.59
H 12.3078 -9.7558 5.6408 0.34
H 11.0167 -9.0434 6.6387 0.36
H 12.5911 -9.4404 7.3081 0.41
H 13.7204 -7.7188 5.8702 0.44
H 12.2271 -6.0048 4.7965 -0.84
H 10.8476 -7.1293 5.0311 0.04
H 11.6320 -7.8428 1.7319 0.38
H 11.8332 -6.1757 2.2909 0.06
H 10.4721 -7.2366 2.7809 0.24
H 11.6849 -6.8891 7.7758 0.22
H 13.2592 -6.6291 7.7563 0.21
```

The energetic minimum among the shown structures is *ii*; the next structure lies 2.901 eV above.